{"formula": "C40H86BN4O17", "method": "the ωB97M-V functional and the def2-TZVPD basis", "elements": ["O", "C", "O", "B", "O", "C", "O", "O", "C", "O", "C", "O", "O", "C", "C", "C", "C", "C", "C", "N", "O", "C", "C", "C", "H", "H", "H", "H", "H", "H", "H", "H", "H", "H", "H", "H", "H", "H", "H", "H", "H", "H", "H", "C", "C", "C", "C", "C", "C", "N", "O", "C", "C", "C", "H", "H", "H", "H", "H", "H", "H", "H", "H", "H", "H", "H", "H", "H", "H", "H", "H", "H", "H", "C", "C", "C", "C", "C", "C", "N", "O", "C", "C", "C", "H", "H", "H", "H", "H", "H", "H", "H", "H", "H", "H", "H", "H", "H", "H", "H", "H", "H", "H", "C", "C", "C", "C", "C", "C", "N", "O", "C", "C", "C", "H", "H", "H", "H", "H", "H", "H", "H", "H", "H", "H", "H", "H", "H", "H", "H", "H", "H", "H", "O", "H", "H", "O", "H", "H", "O", "H", "H", "O", "H", "H", "O", "H", "H"], "positions_angstrom": [[8.692, 27.383, -29.268], [8.318, 27.999, -28.327], [9.073, 28.749, -27.529], [8.218, 29.456, -26.552], [6.845, 28.958, -26.802], [6.871, 28.133, -27.814], [5.961, 27.443, -28.182], [8.375, 30.911, -26.699], [8.915, 31.408, -25.608], [9.163, 32.546, -25.370], [9.171, 30.239, -24.620], [8.735, 29.130, -25.193], [9.605, 30.363, -23.515], [4.392, 30.931, -21.597], [5.399, 32.056, -21.802], [4.836, 33.345, -21.230], [5.835, 34.454, -20.862], [6.987, 33.924, -20.055], [7.676, 32.740, -20.760], [6.679, 31.735, -21.155], [7.261, 30.526, -21.606], [8.517, 33.265, -21.956], [8.578, 32.088, -19.702], [5.584, 32.246, -23.335], [3.419, 31.258, -21.971], [4.232, 30.752, -20.528], [4.665, 29.948, -21.976], [4.197, 33.864, -21.953], [4.157, 33.249, -20.377], [5.310, 35.203, -20.264], [6.198, 34.937, -21.773], [6.676, 33.604, -19.054], [7.738, 34.673, -19.786], [8.992, 32.539, -22.610], [7.797, 33.824, -22.558], [9.202, 34.048, -21.627], [9.036, 31.185, -20.115], [9.457, 32.685, -19.440], [8.048, 31.823, -18.788], [6.135, 33.131, -23.648], [4.638, 32.164, -23.872], [6.191, 31.393, -23.665], [7.801, 30.873, -22.339], [3.376, 30.516, -26.392], [2.985, 30.669, -27.863], [1.635, 31.387, -27.987], [1.744, 32.894, -27.648], [2.756, 33.531, -28.584], [4.124, 32.841, -28.543], [3.935, 31.394, -28.717], [5.148, 30.721, -28.940], [4.961, 33.388, -29.725], [4.905, 33.157, -27.255], [2.882, 29.256, -28.480], [4.421, 30.322, -26.146], [2.860, 29.635, -25.995], [2.993, 31.318, -25.756], [1.246, 31.284, -29.003], [0.910, 30.896, -27.333], [2.038, 32.971, -26.598], [0.773, 33.392, -27.693], [2.878, 34.568, -28.254], [2.342, 33.568, -29.594], [4.800, 34.459, -29.852], [6.016, 33.248, -29.496], [4.695, 32.839, -30.626], [5.950, 32.870, -27.398], [4.850, 34.224, -27.028], [4.624, 32.610, -26.358], [3.695, 28.605, -28.166], [2.923, 29.327, -29.566], [1.910, 28.852, -28.185], [5.640, 30.802, -28.100], [16.095, 29.331, -26.141], [14.590, 29.626, -26.026], [14.334, 30.021, -24.577], [13.005, 30.740, -24.391], [12.847, 31.978, -25.257], [13.151, 31.667, -26.766], [14.271, 30.763, -26.885], [14.671, 30.473, -28.220], [11.893, 31.091, -27.402], [13.534, 33.014, -27.434], [13.809, 28.322, -26.324], [16.279, 28.791, -27.072], [16.423, 28.742, -25.285], [16.707, 30.230, -26.215], [14.278, 29.164, -23.904], [15.131, 30.687, -24.231], [12.917, 31.042, -23.345], [12.196, 30.036, -24.607], [13.500, 32.792, -24.939], [11.817, 32.333, -25.276], [10.995, 31.692, -27.252], [11.987, 30.901, -28.476], [11.652, 30.095, -27.006], [14.414, 33.357, -26.884], [13.831, 32.973, -28.481], [12.736, 33.750, -27.336], [12.733, 28.299, -26.131], [14.120, 27.449, -25.739], [13.977, 28.004, -27.357], [13.963, 29.883, -28.537], [7.354, 24.338, -25.163], [6.879, 25.173, -23.969], [7.926, 26.245, -23.666], [7.426, 27.295, -22.641], [6.114, 27.915, -23.116], [5.060, 26.925, -23.627], [5.590, 25.796, -24.337], [4.634, 24.883, -24.794], [4.075, 26.570, -22.456], [4.214, 27.794, -24.590], [6.670, 24.291, -22.710], [8.445, 24.325, -25.104], [7.148, 24.765, -26.146], [6.930, 23.334, -25.161], [8.843, 25.857, -23.218], [8.220, 26.711, -24.609], [8.118, 28.124, -22.473], [7.429, 26.809, -21.661], [6.275, 28.768, -23.771], [5.681, 28.291, -22.188], [3.695, 27.487, -22.008], [3.179, 26.061, -22.831], [4.482, 25.912, -21.688], [4.633, 27.813, -25.595], [3.183, 27.442, -24.733], [4.025, 28.785, -24.173], [7.620, 23.894, -22.348], [6.025, 23.444, -22.961], [6.170, 24.825, -21.907], [4.116, 24.657, -23.998], [5.991, 25.576, -30.457], [6.403, 25.925, -29.650], [5.593, 24.744, -30.184], [11.714, 26.949, -29.176], [12.075, 27.770, -29.523], [10.760, 27.023, -29.335], [6.115, 28.049, -31.608], [6.603, 27.837, -32.408], [5.976, 27.179, -31.166], [4.134, 25.249, -27.634], [4.552, 26.118, -27.538], [4.523, 24.726, -26.922], [9.670, 30.575, -29.768], [8.796, 30.589, -30.178], [9.556, 30.123, -28.917]], "e_lumo_ev": 2.2, "total_energy_ev": -84323.7318, "charge": -1, "homo_energy_ev": -6.25}

{"formula": "C40H87ClN5O9P2S2", "method": "the ωB97M-V functional and the def2-TZVPD basis", "elements": ["N", "P", "O", "O", "P", "O", "S", "C", "C", "C", "C", "S", "O", "O", "Cl", "H", "H", "H", "H", "H", "H", "H", "H", "H", "H", "H", "H", "H", "H", "H", "C", "C", "C", "C", "C", "C", "N", "O", "C", "C", "C", "H", "H", "H", "H", "H", "H", "H", "H", "H", "H", "H", "H", "H", "H", "H", "H", "H", "H", "C", "C", "C", "C", "C", "C", "N", "O", "C", "C", "C", "H", "H", "H", "H", "H", "H", "H", "H", "H", "H", "H", "H", "H", "H", "H", "H", "H", "H", "C", "C", "C", "C", "C", "C", "N", "O", "C", "C", "C", "H", "H", "H", "H", "H", "H", "H", "H", "H", "H", "H", "H", "H", "H", "H", "H", "H", "H", "C", "C", "C", "C", "C", "C", "N", "O", "C", "C", "C", "H", "H", "H", "H", "H", "H", "H", "H", "H", "H", "H", "H", "H", "H", "H", "H", "H", "H"], "positions_angstrom": [[-3.929, 0.652, -3.294], [-2.420, 1.051, -3.185], [-1.528, -0.312, -3.338], [-2.227, 1.655, -1.665], [-1.916, 2.683, -4.752], [-2.906, 1.795, -5.847], [-0.092, 1.593, -5.532], [-0.850, 3.662, -3.493], [0.336, 2.966, -2.847], [1.659, 3.388, -3.479], [2.690, 2.263, -3.516], [4.223, 2.689, -2.692], [4.929, 1.524, -2.315], [4.915, 3.606, -3.512], [3.657, 3.706, -0.996], [-4.031, -0.333, -3.499], [-0.585, -0.164, -3.162], [-3.081, 2.099, -1.512], [-1.677, 3.689, -5.761], [-3.079, 3.413, -4.325], [-2.322, 1.599, -6.597], [-0.441, 0.327, -5.786], [-0.534, 4.575, -3.980], [-1.518, 3.965, -2.704], [0.380, 3.291, -1.813], [0.250, 1.891, -2.810], [2.021, 4.297, -3.028], [1.443, 3.630, -4.506], [2.285, 1.389, -3.040], [3.025, 2.043, -4.511], [2.862, -5.078, -3.197], [1.932, -3.841, -3.255], [0.468, -4.278, -3.337], [0.075, -4.844, -4.700], [0.448, -3.870, -5.817], [1.916, -3.450, -5.775], [2.293, -2.970, -4.413], [1.838, -1.783, -4.236], [2.806, -4.628, -6.216], [2.163, -2.346, -6.794], [2.145, -3.087, -1.950], [3.162, -5.301, -2.175], [2.391, -5.981, -3.586], [3.783, -4.914, -3.751], [-0.174, -3.418, -3.121], [0.277, -5.016, -2.554], [0.549, -5.816, -4.865], [-1.001, -5.025, -4.720], [0.233, -4.318, -6.789], [-0.186, -2.983, -5.737], [3.862, -4.381, -6.099], [2.631, -4.842, -7.271], [2.612, -5.553, -5.678], [1.504, -1.494, -6.644], [1.980, -2.734, -7.795], [3.195, -1.995, -6.745], [3.175, -2.739, -1.863], [1.938, -3.758, -1.116], [1.482, -2.230, -1.853], [8.481, -9.061, -3.093], [7.286, -8.737, -4.026], [7.704, -8.882, -5.490], [8.607, -7.753, -5.983], [7.975, -6.392, -5.698], [7.584, -6.212, -4.233], [6.763, -7.365, -3.756], [5.559, -7.255, -4.190], [8.852, -6.039, -3.377], [6.802, -4.916, -4.066], [6.214, -9.772, -3.713], [8.419, -10.083, -2.725], [9.446, -8.965, -3.591], [8.486, -8.419, -2.214], [6.806, -8.907, -6.115], [8.202, -9.846, -5.620], [9.595, -7.821, -5.520], [8.770, -7.863, -7.057], [8.663, -5.594, -5.984], [7.088, -6.275, -6.328], [8.602, -6.007, -2.317], [9.338, -5.097, -3.631], [9.594, -6.818, -3.529], [5.931, -4.877, -4.717], [7.441, -4.073, -4.322], [6.467, -4.791, -3.036], [5.876, -9.684, -2.679], [6.631, -10.768, -3.854], [5.349, -9.682, -4.366], [-5.451, 4.633, 3.322], [-4.638, 3.722, 2.365], [-4.790, 2.257, 2.774], [-4.021, 1.893, 4.042], [-2.555, 2.306, 3.922], [-2.383, 3.777, 3.550], [-3.200, 4.126, 2.351], [-2.627, 3.683, 1.290], [-2.761, 4.655, 4.753], [-0.913, 4.063, 3.273], [-5.245, 3.912, 0.981], [-6.413, 4.894, 2.883], [-5.662, 4.162, 4.283], [-4.936, 5.574, 3.512], [-4.436, 1.621, 1.957], [-5.852, 2.036, 2.903], [-4.479, 2.360, 4.920], [-4.083, 0.815, 4.207], [-2.035, 2.112, 4.863], [-2.072, 1.681, 3.166], [-2.743, 5.713, 4.486], [-2.046, 4.507, 5.563], [-3.738, 4.428, 5.171], [-0.507, 3.411, 2.503], [-0.338, 3.900, 4.183], [-0.771, 5.097, 2.957], [-5.137, 4.944, 0.645], [-6.307, 3.674, 1.024], [-4.795, 3.259, 0.238], [-7.710, 4.782, 9.854], [-6.335, 4.303, 9.322], [-5.365, 4.088, 10.484], [-4.856, 5.387, 11.106], [-4.273, 6.307, 10.035], [-5.241, 6.566, 8.883], [-5.779, 5.283, 8.342], [-4.895, 4.718, 7.602], [-6.376, 7.490, 9.360], [-4.531, 7.332, 7.775], [-6.589, 2.969, 8.635], [-8.409, 3.950, 9.923], [-7.651, 5.224, 10.849], [-8.167, 5.508, 9.184], [-4.504, 3.514, 10.127], [-5.855, 3.474, 11.243], [-5.658, 5.893, 11.651], [-4.088, 5.157, 11.847], [-3.984, 7.262, 10.479], [-3.356, 5.857, 9.645], [-7.131, 7.608, 8.582], [-5.973, 8.478, 9.583], [-6.870, 7.148, 10.266], [-3.636, 6.819, 7.430], [-4.227, 8.308, 8.150], [-5.191, 7.483, 6.920], [-7.262, 3.089, 7.785], [-7.052, 2.286, 9.345], [-5.671, 2.503, 8.283]], "e_lumo_ev": [1.7, 1.3], "total_energy_ev": -121534.6685, "charge": -1, "homo_energy_ev": [-3.99, -3.99], "multiplicity": 5}

{"formula": "C40H89Cl2N11O16Tl", "method": "the ωB97M-V functional and the def2-TZVPD basis", "elements": ["Tl", "O", "C", "C", "O", "H", "H", "H", "H", "C", "C", "O", "C", "O", "O", "H", "H", "H", "H", "C", "C", "O", "N", "C", "H", "H", "H", "H", "H", "H", "H", "C", "C", "O", "N", "C", "H", "H", "H", "H", "H", "H", "H", "C", "C", "O", "N", "C", "H", "H", "H", "H", "H", "H", "H", "C", "C", "O", "N", "C", "H", "H", "H", "H", "H", "H", "H", "C", "C", "O", "N", "C", "H", "H", "H", "H", "H", "H", "H", "C", "C", "O", "N", "C", "H", "H", "H", "H", "H", "H", "H", "C", "C", "O", "N", "C", "H", "H", "H", "H", "H", "H", "H", "C", "C", "O", "N", "C", "H", "H", "H", "H", "H", "H", "H", "C", "C", "O", "N", "C", "H", "H", "H", "H", "H", "H", "H", "C", "C", "O", "N", "C", "H", "H", "H", "H", "H", "H", "H", "C", "C", "O", "N", "C", "H", "H", "H", "H", "H", "H", "H", "Cl", "C", "C", "Cl", "H", "H", "H", "H"], "positions_angstrom": [[0.327, 2.734, 6.725], [2.186, 0.384, 7.122], [3.448, 0.775, 7.558], [4.024, 2.164, 7.042], [3.226, 3.348, 7.175], [4.176, 0.031, 7.236], [3.606, 0.612, 8.624], [4.160, 1.993, 5.974], [5.027, 2.344, 7.430], [7.977, 3.218, 7.338], [7.792, 4.125, 6.157], [9.068, 4.326, 5.616], [9.866, 3.352, 5.978], [11.012, 3.141, 5.650], [9.193, 2.608, 6.837], [7.203, 2.450, 7.345], [8.031, 3.661, 8.333], [7.540, 5.090, 6.597], [7.031, 3.793, 5.451], [1.811, 2.661, 1.590], [1.759, 1.750, 2.840], [1.175, 2.126, 3.831], [2.444, 0.648, 2.733], [2.295, -0.473, 3.679], [1.639, 2.051, 0.704], [2.650, 3.342, 1.447], [0.992, 3.376, 1.673], [2.634, 0.396, 1.774], [2.388, -1.421, 3.150], [1.310, -0.400, 4.141], [2.920, -0.358, 4.564], [5.143, -2.256, 12.323], [3.772, -2.276, 12.930], [2.945, -1.413, 12.595], [3.495, -3.205, 13.821], [2.121, -3.477, 14.344], [5.620, -3.182, 12.644], [5.728, -1.386, 12.622], [5.169, -2.298, 11.234], [4.297, -3.735, 14.128], [1.336, -3.205, 13.639], [1.929, -2.852, 15.216], [2.067, -4.515, 14.674], [4.300, 7.223, 6.823], [4.771, 6.768, 8.209], [5.182, 7.647, 8.907], [4.917, 5.461, 8.411], [5.481, 4.882, 9.577], [3.517, 6.552, 6.470], [5.081, 7.416, 6.088], [3.689, 8.125, 6.839], [4.375, 4.808, 7.862], [6.535, 4.613, 9.510], [4.953, 3.964, 9.835], [5.315, 5.543, 10.428], [1.422, 5.822, 9.832], [0.682, 6.314, 8.551], [0.295, 5.421, 7.832], [0.551, 7.638, 8.315], [0.215, 8.350, 7.076], [0.738, 5.588, 10.648], [2.057, 6.660, 10.121], [2.004, 4.918, 9.657], [0.965, 8.187, 9.054], [0.309, 9.415, 7.288], [-0.833, 8.148, 6.851], [0.800, 7.942, 6.252], [-1.959, -0.841, 9.939], [-0.779, -0.368, 9.067], [-1.027, 0.477, 8.198], [0.444, -0.842, 9.180], [0.903, -1.821, 10.111], [-2.202, -1.903, 9.919], [-2.730, -0.178, 9.548], [-1.873, -0.524, 10.979], [1.154, -0.425, 8.595], [1.204, -1.289, 11.013], [1.765, -2.284, 9.630], [0.267, -2.589, 10.550], [0.736, -3.339, 6.805], [2.196, -3.614, 6.740], [2.532, -4.773, 6.448], [3.054, -2.633, 7.053], [4.491, -2.770, 7.094], [0.384, -3.488, 7.826], [0.089, -3.782, 6.047], [0.706, -2.296, 6.490], [2.697, -1.714, 7.270], [4.953, -1.817, 6.833], [4.757, -3.476, 6.307], [4.810, -3.065, 8.093], [1.803, 6.523, 3.221], [2.025, 5.408, 4.236], [1.158, 5.105, 5.027], [3.201, 4.760, 4.269], [4.381, 5.104, 3.502], [0.933, 7.126, 3.482], [1.594, 6.023, 2.275], [2.715, 7.116, 3.153], [3.297, 3.924, 4.829], [5.130, 4.330, 3.667], [4.770, 6.073, 3.815], [4.177, 5.145, 2.432], [-1.206, 3.236, 11.299], [0.135, 2.830, 10.765], [0.321, 2.853, 9.574], [0.986, 2.337, 11.631], [2.330, 1.734, 11.273], [-1.573, 4.129, 10.794], [-1.059, 3.374, 12.371], [-1.890, 2.391, 11.224], [0.676, 2.232, 12.586], [2.197, 0.982, 10.496], [2.768, 1.282, 12.163], [3.014, 2.501, 10.909], [8.164, -3.569, 4.823], [8.770, -4.977, 5.184], [8.637, -6.003, 4.535], [9.450, -5.043, 6.326], [9.502, -4.107, 7.379], [7.780, -3.546, 3.803], [8.950, -2.818, 4.907], [7.371, -3.255, 5.501], [9.837, -5.956, 6.518], [8.610, -4.235, 7.993], [9.472, -3.046, 7.131], [10.322, -4.429, 8.021], [6.820, -1.217, 8.756], [8.195, -0.516, 8.860], [9.108, -0.808, 8.079], [8.320, 0.456, 9.775], [7.373, 1.049, 10.693], [6.378, -1.356, 9.743], [6.940, -2.106, 8.137], [6.133, -0.538, 8.252], [9.205, 0.940, 9.733], [7.836, 2.019, 10.870], [7.295, 0.499, 11.631], [6.432, 1.146, 10.151], [-1.968, -1.504, 4.744], [-2.312, -0.017, 4.831], [-1.438, 0.810, 5.083], [-3.612, 0.330, 4.758], [-4.163, 1.629, 4.885], [-1.030, -1.756, 4.251], [-2.765, -2.045, 4.233], [-1.843, -2.022, 5.696], [-4.314, -0.357, 4.523], [-3.993, 2.212, 3.980], [-3.772, 2.166, 5.748], [-5.229, 1.545, 5.095], [7.779, -0.426, 4.190], [6.390, 0.614, 4.488], [5.803, 1.356, 3.296], [6.891, 2.633, 2.656], [6.612, 1.297, 5.307], [5.652, -0.070, 4.909], [4.900, 1.871, 3.623], [5.508, 0.717, 2.464]], "e_lumo_ev": -7.4, "total_energy_ev": -121804.5724, "charge": 1, "homo_energy_ev": -10.31}